Molecular formula: C16H10BCo2NO6
Method: DFT, wB97M-V/def2-TZVPD

XYZ file:
```
36
Properties=species:S:1:pos:R:3:forces:R:3
O -0.8710 -2.5620 2.7786 -0.43 1.60 -3.00
C -1.0077 -2.0488 1.7514 0.97 -2.23 3.37
Co -1.3185 -1.2029 0.2156 1.18 -1.48 -0.21
C 0.2496 -0.7739 -0.4483 5.29 0.66 -2.28
O 1.2850 -0.4935 -0.8871 -3.25 -0.69 1.41
C -1.7553 -2.7712 -0.6260 -1.57 -3.29 -0.93
O -2.0272 -3.8188 -1.0241 0.99 3.25 0.94
C -2.5671 0.1188 0.0607 -3.11 2.52 -0.58
C -1.5324 0.4598 0.9033 -1.94 0.26 -0.72
C -0.9970 1.3052 1.8125 1.66 0.60 0.23
C 0.2357 2.0235 1.5490 -0.06 0.25 0.12
C 1.1343 2.3734 2.5932 -0.51 -0.04 0.19
C 2.2688 3.1228 2.3239 0.01 -0.19 0.17
C 2.5143 3.5846 1.0223 -0.29 -0.23 -0.06
C 1.6451 3.2372 -0.0201 -0.12 -0.11 0.13
C 0.5511 2.4163 0.2315 -0.22 0.18 -0.18
Co -2.4928 0.5225 -1.9031 1.39 -0.93 2.78
C -3.3371 -0.7191 -2.7708 -3.18 -3.40 -2.11
O -3.8855 -1.5748 -3.3289 1.47 2.05 1.21
C -1.1220 0.9575 -2.9092 3.77 1.71 -1.87
O -0.2106 1.2426 -3.5683 -2.26 -0.77 1.35
C -3.5429 1.9173 -1.9430 -1.69 2.24 0.72
O -4.2228 2.8500 -1.8276 1.57 -2.16 -0.52
H -3.6274 0.1028 0.3541 0.40 0.38 0.11
H -1.4655 1.4053 2.7972 0.22 -0.45 -0.10
H 0.9149 1.9985 3.5996 0.20 0.32 -0.32
H 2.9710 3.3467 3.1338 -0.32 -0.06 -0.38
H 3.3922 4.2011 0.8207 -0.30 -0.18 0.06
H 1.8039 3.6091 -1.0305 0.09 -0.16 0.24
H -0.1429 2.1374 -0.5681 0.32 0.15 0.13
H 2.2822 -3.1266 -0.3489 0.00 -0.04 0.03
B 3.0378 -4.0389 -0.7002 0.26 0.27 -0.28
H 3.0789 -4.1211 -1.9189 -0.08 0.13 0.05
H 4.1700 -3.8688 -0.2713 -0.15 0.13 0.02
C 2.5015 -5.4033 -0.1418 -0.80 -1.57 0.81
N 2.0893 -6.4089 0.2890 0.48 1.29 -0.55
```
Positions in Å, forces in eV/Å.

Computed properties:
* multiplicity: 1
* F_max: 0.11275 Eh/bohr
* energy above the lowest of the compared OMol25 structures with the same formula, charge and spin: 2.986 eV
* HOMO: -7.3 eV